Entry 1:
The following is a DFT calculation (ωB97M-V/def2-TZVPD) of C54H59DyN6O2P3 as an isolated structure in a non-equilibrium geometry.

Calculated values
- Largest force on an atom: 1.20 eV Å⁻¹
- E_tot: -4480.69552 Ha
- Highest occupied orbital energy (alpha / beta): -14.71 / -14.71 eV
- Kohn-Sham gap (alpha / beta): 7.45 / 7.44 eV

The geometry in ORCA input format:
```
! wB97M-V def2-TZVPD RIJCOSX def2/J DEFGRID3
* xyz 3 6
Dy -0.252 0.019 -0.445
C -0.894 0.034 5.307
N -0.747 -0.579 3.992
C -0.363 0.050 2.856
N -0.297 -0.813 1.840
C -0.657 -2.039 2.362
C -0.956 -1.900 3.700
C -1.364 -2.932 4.662
C -2.459 -2.745 5.507
C -2.842 -3.748 6.382
C -2.137 -4.942 6.424
C -1.047 -5.134 5.586
C -0.662 -4.138 4.706
C -0.777 -3.298 1.600
C -2.018 -3.933 1.505
C -2.129 -5.174 0.891
C -1.002 -5.793 0.368
C 0.239 -5.179 0.476
C 0.352 -3.938 1.091
P -0.048 1.845 2.826
C 1.429 1.878 1.763
N 1.755 1.154 0.685
C 3.077 1.449 0.414
C 3.528 2.393 1.321
N 2.474 2.643 2.157
C 2.500 3.576 3.278
C 4.799 3.130 1.409
C 5.621 3.018 2.530
C 6.804 3.737 2.596
C 7.165 4.582 1.556
C 6.348 4.698 0.440
C 5.172 3.971 0.362
C 3.894 0.772 -0.608
C 5.271 0.608 -0.424
C 6.042 -0.029 -1.382
C 5.459 -0.534 -2.536
C 4.094 -0.392 -2.724
C 3.323 0.258 -1.771
C -1.335 2.363 1.638
N -1.593 1.911 0.402
C -2.662 2.660 -0.058
C -3.025 3.580 0.913
N -2.176 3.369 1.963
C -2.197 4.117 3.215
C -4.138 4.542 0.916
C -5.432 4.104 0.631
C -6.474 5.011 0.556
C -6.236 6.364 0.764
C -4.955 6.804 1.063
C -3.909 5.898 1.145
C -3.374 2.494 -1.339
C -3.836 1.245 -1.745
C -4.672 1.129 -2.849
C -5.026 2.252 -3.578
C -4.536 3.499 -3.206
C -3.725 3.619 -2.091
H -0.146 0.810 5.444
H -0.755 -0.727 6.070
H -1.886 0.468 5.424
H -3.032 -1.826 5.463
H -3.692 -3.599 7.034
H -2.437 -5.722 7.111
H -0.490 -6.060 5.628
H 0.197 -4.284 4.064
H -2.889 -3.486 1.977
H -3.087 -5.674 0.852
H -1.083 -6.771 -0.086
H 1.122 -5.691 0.114
H 1.327 -3.504 1.281
H 3.306 4.286 3.120
H 2.678 3.052 4.216
H 1.560 4.117 3.347
H 5.349 2.346 3.337
H 7.442 3.639 3.464
H 8.084 5.149 1.617
H 6.625 5.363 -0.368
H 4.532 4.052 -0.508
H 5.743 0.963 0.479
H 7.107 -0.133 -1.224
H 6.063 -1.032 -3.281
H 3.638 -0.775 -3.629
H 2.265 0.411 -1.940
H -3.193 4.526 3.361
H -1.487 4.943 3.183
H -1.950 3.464 4.047
H -5.616 3.049 0.475
H -7.476 4.664 0.340
H -7.049 7.074 0.693
H -4.767 7.856 1.233
H -2.907 6.252 1.358
H -3.567 0.368 -1.165
H -5.066 0.163 -3.144
H -5.688 2.165 -4.429
H -4.801 4.380 -3.775
H -3.367 4.596 -1.796
C -0.247 3.101 -3.185
P 0.069 1.304 -3.048
C 1.442 1.129 -4.247
C -1.279 0.560 -4.068
C -1.206 -0.971 -4.111
P -1.371 -1.798 -2.454
C -3.095 -2.424 -2.475
C -0.485 -3.360 -2.826
H -0.504 3.355 -4.213
H 0.662 3.632 -2.901
H -1.054 3.409 -2.523
H 1.131 1.590 -5.185
H 1.673 0.079 -4.426
H 2.347 1.623 -3.898
H -1.202 0.963 -5.081
H -2.234 0.878 -3.666
H -0.247 -1.288 -4.528
H -1.988 -1.354 -4.768
H -3.281 -2.933 -3.420
H -3.821 -1.622 -2.355
H -3.223 -3.139 -1.661
H -0.984 -3.875 -3.646
H -0.489 -4.016 -1.955
H 0.544 -3.146 -3.113
O -2.666 -0.983 0.288
H -3.477 -0.571 0.609
H -2.729 -1.920 0.525
O 1.481 -1.781 -0.871
H 1.375 -2.740 -0.835
H 2.436 -1.608 -0.846
*
```

Löwdin population analysis, charges in e, atoms 1 to 99: 1.466 0.001 -0.034 -0.426 -0.022 -0.185 -0.096 -0.178 -0.038 -0.051 -0.047 -0.046 -0.017 -0.199 -0.045 -0.040 -0.054 -0.065 -0.058 1.204 -0.437 0.019 -0.147 -0.102 -0.044 0.002 -0.219 -0.042 -0.050 -0.047 -0.048 -0.022 -0.151 0.002 -0.033 -0.046 -0.073 -0.118 -0.426 -0.009 -0.166 -0.099 -0.040 0.003 -0.195 -0.025 -0.046 -0.046 -0.049 -0.037 -0.197 -0.066 -0.077 -0.045 -0.031 -0.034 0.079 0.107 0.104 0.114 0.117 0.119 0.118 0.120 0.131 0.122 0.122 0.122 0.124 0.104 0.108 0.078 0.124 0.118 0.119 0.117 0.122 0.118 0.123 0.120 0.105 0.015 0.106 0.107 0.074 0.122 0.117 0.119 0.118 0.118 0.067 0.109 0.121 0.123 0.131 -0.226 0.796 -0.242 -0.396



Entry 2:
The following is a DFT calculation (ωB97M-V/def2-TZVPD) of C54H59N3O4 as an isolated structure in a non-equilibrium geometry.

Calculated values
- Largest force on an atom: 4.86 eV Å⁻¹
- E_tot: -2558.03556 Ha
- Highest occupied orbital energy: -7.22 eV
- Kohn-Sham gap: 5.74 eV

The geometry in ORCA input format:
```
! wB97M-V def2-TZVPD RIJCOSX def2/J DEFGRID3
* xyz 0 1
C -4.002 -1.814 -1.932
C -2.830 -2.757 -2.170
C -2.719 -3.769 -1.039
C -3.146 -3.532 -3.459
C -1.474 -2.038 -2.379
C -0.405 -2.791 -2.897
C 0.516 -2.163 -3.732
C 0.293 -0.834 -4.099
C -0.506 -0.007 -3.306
C -0.660 1.492 -3.671
C -0.296 2.389 -2.491
C -2.106 1.741 -4.100
C 0.250 1.901 -4.835
C -1.228 -0.641 -2.247
N -1.579 0.052 -1.028
C -0.867 -0.022 0.175
C 0.420 -0.530 0.377
C 0.627 -1.385 1.520
C -0.283 -2.469 1.735
C -0.403 -3.041 2.983
C 0.405 -2.526 4.029
N -0.154 -2.548 5.336
O 0.442 -1.986 6.282
O -1.282 -3.092 5.473
C 1.529 -1.720 3.761
C 1.632 -1.161 2.505
N -1.629 0.692 1.117
C -1.419 0.810 2.550
C -0.341 1.593 3.047
C 0.230 2.849 2.331
C 1.270 3.564 3.205
C -0.896 3.828 1.982
C 0.940 2.474 1.054
C 0.146 1.285 4.324
C -0.688 0.675 5.253
C -1.977 0.342 4.856
C -2.303 0.218 3.493
C -3.629 -0.541 3.194
C -4.008 -1.455 4.366
C -3.516 -1.463 1.992
C -4.776 0.448 3.005
C -2.708 1.271 0.448
C -2.726 0.822 -0.817
H -4.080 -1.071 -2.736
H -4.937 -2.391 -1.922
H -3.939 -1.303 -0.970
H -1.922 -4.494 -1.241
H -2.505 -3.277 -0.085
H -3.665 -4.316 -0.927
H -2.401 -4.309 -3.664
H -4.125 -4.019 -3.386
H -3.173 -2.848 -4.315
H -0.324 -3.866 -2.713
H 1.368 -2.700 -4.144
H 0.767 -0.432 -4.992
H 0.702 2.134 -2.110
H -0.288 3.443 -2.805
H -1.029 2.298 -1.688
H -2.321 1.182 -5.020
H -2.817 1.417 -3.333
H -2.265 2.810 -4.292
H -0.036 1.383 -5.761
H 0.152 2.982 -5.010
H 1.307 1.691 -4.615
H 1.321 0.056 -0.091
H -0.904 -2.794 0.898
H -1.124 -3.825 3.231
H 2.230 -1.502 4.564
H 2.455 -0.482 2.282
H 2.153 2.933 3.365
H 1.617 4.472 2.695
H 0.853 3.860 4.173
H -1.599 3.392 1.262
H -1.453 4.114 2.883
H -0.462 4.733 1.534
H 0.260 2.012 0.334
H 1.387 3.361 0.581
H 1.751 1.771 1.266
H 1.161 1.552 4.624
H -0.361 0.520 6.281
H -2.696 0.095 5.635
H -4.324 -0.885 5.243
H -4.856 -2.084 4.076
H -3.177 -2.113 4.648
H -3.369 -0.914 1.064
H -2.679 -2.158 2.129
H -4.442 -2.048 1.888
H -4.652 1.049 2.101
H -5.722 -0.099 2.922
H -4.843 1.123 3.866
H -3.397 1.945 0.933
H -3.459 0.993 -1.591
C 5.485 3.994 -3.557
C 4.825 3.644 -2.380
C 4.047 2.491 -2.385
C 3.895 1.687 -3.523
C 4.477 2.089 -4.730
C 5.283 3.235 -4.736
C 3.204 0.421 -3.123
O 3.086 -0.593 -3.826
C 2.802 0.601 -1.731
C 2.274 -0.490 -0.897
C 3.391 -1.196 -0.169
C 4.276 -0.498 0.664
C 5.292 -1.152 1.365
C 5.430 -2.537 1.226
C 4.580 -3.243 0.361
C 3.579 -2.575 -0.347
C 3.416 1.819 -1.233
O 3.514 2.250 -0.066
H 6.146 4.858 -3.556
H 4.874 4.214 -1.448
H 4.297 1.527 -5.649
H 5.779 3.564 -5.653
H 1.756 -1.205 -1.551
H 4.176 0.579 0.777
H 5.963 -0.565 1.999
H 6.223 -3.056 1.764
H 4.707 -4.318 0.207
H 2.943 -3.097 -1.064
*
```

Löwdin population analysis, charges in e, atoms 1 to 99: -0.045 -0.535 -0.039 -0.046 -0.088 -0.035 -0.061 -0.045 -0.073 -0.521 -0.030 -0.033 -0.050 -0.078 0.083 -0.134 -0.018 -0.177 -0.019 0.008 -0.166 -0.313 0.035 0.014 0.017 -0.003 0.072 -0.062 -0.074 -0.518 -0.058 -0.026 -0.060 -0.037 -0.053 -0.030 -0.059 -0.520 -0.063 -0.043 -0.034 -0.056 -0.069 0.091 0.096 0.054 0.087 0.054 0.096 0.083 0.090 0.097 0.120 0.115 0.107 0.080 0.098 0.060 0.096 0.051 0.095 0.090 0.095 0.077 0.092 0.092 0.128 0.128 0.107 0.089 0.093 0.091 0.062 0.095 0.093 0.061 0.101 0.078 0.117 0.114 0.112 0.081 0.090 0.072 0.048 0.064 0.102 0.055 0.093 0.096 0.126 0.117 -0.068 -0.004 -0.100 -0.095 -0.008 -0.069 -0.315



Entry 3:
The following is a DFT calculation (ωB97M-V/def2-TZVPD) of a 7-piece molecular cluster, C54H63F9IN2O4P2 overall in a non-equilibrium geometry.

Calculated values
- Largest force on an atom: 2.65 eV Å⁻¹
- E_tot: -4384.92006 Ha
- Highest occupied orbital energy: -10.30 eV
- Kohn-Sham gap: 6.93 eV

The geometry in ORCA input format:
```
! wB97M-V def2-TZVPD RIJCOSX def2/J DEFGRID3
* xyz 1 1
C 1.293 2.134 -4.142
P 0.478 0.846 -5.103
O -0.831 1.570 -5.770
N -0.238 -0.374 -3.936
C -0.780 -1.383 -4.505
C -1.250 -1.447 -5.898
C -2.658 -0.865 -6.096
C -3.159 -1.234 -7.468
N -3.294 -2.612 -7.702
O -3.415 -0.397 -8.269
C -0.840 -2.619 -3.637
C -2.320 -3.083 -3.421
C -2.845 -4.142 -4.372
O -4.221 -4.375 -4.094
C 0.016 -3.789 -4.118
C 1.523 -3.719 -3.938
O 2.042 -4.962 -4.364
C 2.204 -2.615 -4.752
F 2.365 -1.520 -4.003
F 3.416 -2.979 -5.108
F 1.557 -2.326 -5.870
C -0.446 -1.991 -2.270
C -0.351 -0.455 -2.433
C 0.799 -0.027 -1.517
C 0.513 -0.599 -0.098
C 1.026 0.254 1.053
I -0.354 -0.046 2.690
P -1.931 0.363 -1.777
C -1.488 1.786 -0.710
C -2.760 1.132 -3.218
H 2.040 2.545 -4.799
H 0.608 2.946 -3.923
H 1.814 1.767 -3.282
H -0.875 2.477 -5.436
H -1.283 -2.487 -6.161
H -0.545 -0.959 -6.563
H -2.586 0.200 -6.017
H -3.332 -1.237 -5.341
H -3.851 -2.695 -8.545
H -2.399 -3.027 -7.924
H -2.953 -2.220 -3.557
H -2.436 -3.466 -2.423
H -2.805 -3.844 -5.405
H -2.346 -5.086 -4.218
H -4.339 -4.289 -3.148
H -0.228 -3.994 -5.149
H -0.303 -4.643 -3.550
H 1.823 -3.637 -2.913
H 1.758 -5.088 -5.272
H -1.195 -2.117 -1.511
H 0.442 -2.473 -1.899
H 0.899 1.037 -1.407
H 1.767 -0.381 -1.837
H 0.980 -1.566 -0.051
H -0.543 -0.761 0.018
H 1.090 1.302 0.827
H 1.989 -0.060 1.406
H -0.657 2.355 -1.097
H -2.337 2.452 -0.718
H -1.271 1.471 0.290
H -2.082 1.796 -3.726
H -3.133 0.341 -3.841
H -3.590 1.724 -2.877
F -2.594 4.428 -3.356
C -3.131 4.887 -4.516
C -3.448 6.223 -4.628
C -3.989 6.680 -5.821
C -4.211 5.801 -6.872
C -3.888 4.460 -6.736
C -3.340 3.998 -5.548
H -3.274 6.890 -3.795
H -4.238 7.726 -5.929
H -4.636 6.163 -7.798
H -4.063 3.772 -7.551
H -3.071 2.957 -5.422
F 3.667 0.328 4.722
C 3.115 0.090 5.931
C 3.939 -0.142 7.010
C 3.362 -0.381 8.248
C 1.982 -0.391 8.384
C 1.177 -0.158 7.278
C 1.746 0.090 6.037
H 5.013 -0.136 6.880
H 3.993 -0.558 9.108
H 1.537 -0.580 9.349
H 0.100 -0.171 7.380
H 1.131 0.282 5.162
F 0.718 -0.784 11.310
C -0.490 -1.317 11.598
C -0.602 -2.190 12.659
C -1.845 -2.732 12.947
C -2.947 -2.402 12.172
C -2.811 -1.522 11.107
C -1.573 -0.969 10.818
H 0.272 -2.439 13.245
H -1.953 -3.415 13.779
H -3.913 -2.832 12.397
H -3.669 -1.269 10.500
H -1.445 -0.276 9.997
F -1.016 -2.993 8.062
C -1.618 -4.180 8.296
C -2.296 -4.800 7.268
C -2.909 -6.020 7.510
C -2.844 -6.596 8.771
C -2.160 -5.952 9.792
C -1.537 -4.738 9.554
H -2.342 -4.330 6.294
H -3.440 -6.522 6.713
H -3.327 -7.546 8.956
H -2.111 -6.396 10.777
H -0.992 -4.224 10.336
F 2.285 3.995 -0.778
C 2.441 5.140 -1.489
C 3.374 5.172 -2.503
C 3.530 6.337 -3.239
C 2.761 7.453 -2.942
C 1.831 7.400 -1.913
C 1.662 6.234 -1.180
H 3.970 4.293 -2.713
H 4.253 6.373 -4.043
H 2.887 8.362 -3.512
H 1.234 8.270 -1.678
H 0.937 6.171 -0.380
F 4.471 1.589 -2.965
C 5.353 1.637 -1.940
C 5.282 0.667 -0.970
C 6.184 0.703 0.077
C 7.132 1.714 0.145
C 7.182 2.685 -0.843
C 6.288 2.645 -1.902
H 4.531 -0.109 -1.039
H 6.148 -0.054 0.838
H 7.832 1.741 0.967
H 7.919 3.474 -0.792
H 6.316 3.385 -2.691
*
```

Löwdin population analysis, charges in e, atoms 1 to 99: -0.210 1.010 -0.278 -0.052 -0.226 -0.119 -0.081 -0.519 0.142 0.138 -0.293 -0.091 -0.245 -0.038 -0.048 -0.243 0.034 -0.613 0.140 0.192 0.167 -0.098 -0.470 -0.183 -0.348 -0.576 0.901 1.023 -0.245 -0.263 0.053 0.053 0.022 0.043 0.096 0.109 0.085 0.113 0.107 0.098 0.110 0.127 0.095 0.118 0.081 0.129 0.141 0.157 0.109 0.089 0.113 0.071 0.107 0.106 0.015 0.039 0.042 0.038 0.049 -0.024 -0.001 0.010 0.054 0.032 -0.281 -0.012 -0.067 -0.081 -0.067 -0.031 0.121 0.111 0.107 0.112 0.085 0.042 -0.294 -0.019 -0.073 -0.079 -0.073 -0.039 0.117 0.108 0.078 0.100 0.012 0.042 -0.284 -0.020 -0.086 -0.097 -0.080 -0.021 0.120 0.106 0.103 0.108 0.116